Record 1
{
  "formula": "C25H50F3O18S",
  "method": "wB97M-V/def2-TZVPD",
  "charge": 1,
  "orbital_gap_ev": 6.1,
  "energy_ev": -82568.0323,
  "species": ["F", "C", "F", "F", "S", "H", "H", "C", "C", "O", "C", "O", "O", "C", "H", "H", "H", "H", "H", "H", "H", "H", "C", "C", "O", "C", "O", "O", "C", "H", "H", "H", "H", "H", "H", "H", "H", "C", "C", "O", "C", "O", "O", "C", "H", "H", "H", "H", "H", "H", "H", "H", "C", "C", "O", "C", "O", "O", "C", "H", "H", "H", "H", "H", "H", "H", "H", "C", "C", "O", "C", "O", "O", "C", "H", "H", "H", "H", "H", "H", "H", "H", "C", "C", "O", "C", "O", "O", "C", "H", "H", "H", "H", "H", "H", "H", "H"],
  "positions_angstrom": [[1.414, 1.638, -4.225], [1.003, 1.925, -5.644], [1.568, 3.253, -6.065], [1.615, 0.854, -6.517], [-0.858, 1.789, -5.914], [-1.388, 0.629, -5.328], [-1.540, 2.956, -5.529], [2.005, -2.517, -3.321], [0.678, -2.856, -2.665], [-0.401, -2.708, -3.596], [-0.568, -3.732, -4.468], [0.104, -4.752, -4.518], [-1.596, -3.419, -5.296], [-1.825, -4.383, -6.321], [1.964, -1.525, -3.782], [2.816, -2.536, -2.587], [2.245, -3.228, -4.117], [0.488, -2.156, -1.843], [0.686, -3.864, -2.233], [-1.937, -5.390, -5.905], [-1.007, -4.354, -7.048], [-2.754, -4.118, -6.834], [7.729, -3.880, 1.478], [7.119, -2.622, 0.884], [5.863, -2.914, 0.260], [4.804, -3.033, 1.099], [4.832, -2.906, 2.314], [3.711, -3.344, 0.359], [2.538, -3.581, 1.133], [7.794, -4.670, 0.722], [8.730, -3.678, 1.868], [7.114, -4.271, 2.294], [7.780, -2.231, 0.102], [7.008, -1.833, 1.636], [2.336, -2.749, 1.817], [2.641, -4.519, 1.686], [1.691, -3.674, 0.447], [-4.494, 2.531, -0.093], [-5.498, 3.059, -1.103], [-5.163, 4.394, -1.501], [-4.175, 4.500, -2.424], [-3.569, 3.572, -2.938], [-3.957, 5.818, -2.660], [-2.879, 6.073, -3.557], [-4.397, 3.223, 0.750], [-4.802, 1.552, 0.285], [-3.500, 2.431, -0.538], [-6.491, 3.104, -0.641], [-5.579, 2.399, -1.974], [-2.995, 5.512, -4.490], [-1.928, 5.828, -3.074], [-2.881, 7.140, -3.795], [1.292, 1.107, 4.174], [0.682, 2.365, 3.580], [-0.574, 2.073, 2.956], [-1.633, 1.954, 3.795], [-1.605, 2.081, 5.011], [-2.726, 1.643, 3.055], [-3.899, 1.406, 3.830], [1.357, 0.317, 3.419], [2.293, 1.309, 4.565], [0.677, 0.716, 4.991], [1.343, 2.756, 2.799], [0.571, 3.154, 4.333], [-4.101, 2.238, 4.513], [-3.796, 0.468, 4.383], [-4.746, 1.313, 3.144], [4.205, 2.616, -4.026], [5.579, 2.320, -3.449], [6.169, 3.509, -2.909], [5.729, 3.876, -1.680], [4.897, 3.285, -1.007], [6.353, 5.030, -1.335], [5.917, 5.572, -0.091], [4.260, 3.438, -4.747], [3.796, 1.733, -4.524], [3.505, 2.925, -3.244], [6.242, 1.970, -4.247], [5.537, 1.526, -2.694], [5.975, 4.829, 0.711], [4.896, 5.955, -0.190], [6.576, 6.406, 0.165], [-7.417, -5.133, 5.322], [-7.595, -3.637, 5.517], [-6.654, -3.135, 6.473], [-5.398, -2.927, 6.007], [-5.014, -3.120, 4.862], [-4.630, -2.493, 7.037], [-3.257, -2.313, 6.698], [-7.458, -5.654, 6.284], [-8.197, -5.534, 4.668], [-6.444, -5.361, 4.878], [-8.595, -3.438, 5.920], [-7.517, -3.094, 4.568], [-3.143, -1.675, 5.816], [-2.785, -3.287, 6.534], [-2.761, -1.825, 7.542]],
  "lowdin_charge": [0.0116, -0.4042, 0.0401, 0.0145, 1.1742, 0.0773, 0.0577, -0.0535, -0.2189, 0.0051, -0.5522, 0.1218, -0.0244, -0.0487, 0.0637, 0.0813, 0.0821, 0.1235, 0.1263, 0.1029, 0.1008, 0.0952, -0.0668, -0.2198, 0.0186, -0.5485, 0.1111, -0.0184, -0.0465, 0.0831, 0.0823, 0.0767, 0.1230, 0.1250, 0.0951, 0.1042, 0.0821, -0.0664, -0.2123, 0.0373, -0.5441, 0.0698, 0.0075, -0.0553, 0.0862, 0.0829, 0.0752, 0.1293, 0.1227, 0.0807, 0.0985, 0.1023, -0.0653, -0.2189, 0.0169, -0.5484, 0.1118, -0.0188, -0.0434, 0.0762, 0.0832, 0.0764, 0.1219, 0.1258, 0.1022, 0.0897, 0.0882, -0.0842, -0.2067, 0.0289, -0.5471, 0.1023, -0.0029, -0.0490, 0.0851, 0.0610, 0.0728, 0.1283, 0.1282, 0.0985, 0.0985, 0.0979, -0.0688, -0.2205, 0.0246, -0.5495, 0.0986, -0.0037, -0.0485, 0.0838, 0.0804, 0.0747, 0.1242, 0.1223, 0.0826, 0.1009, 0.0980]
}


Record 2
{
  "formula": "C25H51BNO13Ti",
  "method": "wB97M-V/def2-TZVPD",
  "s2": 3.7515,
  "orbital_gap_ev": [4.9, 8.6],
  "e_above_lowest_kcal_mol": 0.0,
  "multiplicity": 4,
  "energy_ev": -78652.7286,
  "species": ["Ti", "O", "C", "O", "B", "O", "C", "O", "O", "C", "O", "C", "O", "O", "C", "C", "C", "O", "H", "H", "H", "H", "H", "H", "H", "H", "C", "C", "C", "O", "H", "H", "H", "H", "H", "H", "H", "H", "C", "C", "C", "O", "H", "H", "H", "H", "H", "H", "H", "H", "C", "C", "C", "O", "H", "H", "H", "H", "H", "H", "H", "H", "C", "C", "C", "C", "C", "C", "N", "O", "C", "C", "C", "H", "H", "H", "H", "H", "H", "H", "H", "H", "H", "H", "H", "H", "H", "H", "H", "H", "H", "H"],
  "positions_angstrom": [[0.098, 0.492, -0.365], [0.187, 2.839, -1.092], [-0.489, 3.863, -1.220], [-0.783, 4.545, -2.303], [-1.667, 5.663, -2.030], [-1.753, 5.671, -0.555], [-1.131, 4.643, -0.036], [-1.026, 4.396, 1.130], [-2.970, 5.522, -2.762], [-3.108, 6.511, -3.584], [-4.078, 6.671, -4.355], [-1.905, 7.401, -3.461], [-1.059, 6.891, -2.569], [-1.767, 8.471, -4.062], [-0.381, 1.745, 4.171], [-1.334, 1.278, 3.042], [-2.806, 1.795, 3.100], [-0.645, 1.562, 1.823], [-0.055, 2.785, 4.154], [0.510, 1.117, 4.151], [-0.848, 1.595, 5.144], [-1.341, 0.190, 3.105], [-2.755, 2.881, 3.168], [-3.250, 1.441, 4.031], [-3.402, 1.573, 2.214], [-0.509, 2.512, 1.819], [4.233, 0.709, 1.930], [3.073, 1.633, 1.446], [3.662, 2.948, 0.988], [2.475, 1.001, 0.352], [5.219, 1.129, 1.731], [4.236, -0.356, 1.697], [4.146, 0.699, 3.016], [2.414, 1.793, 2.300], [4.221, 2.825, 0.059], [4.277, 3.522, 1.681], [2.881, 3.601, 0.600], [3.011, 0.981, -0.444], [1.078, 0.649, -4.257], [0.460, -0.443, -3.490], [0.344, -1.783, -4.186], [1.295, -0.641, -2.356], [2.121, 0.416, -4.472], [1.004, 1.626, -3.778], [0.482, 0.746, -5.164], [-0.543, -0.204, -3.136], [-0.343, -1.772, -5.032], [-0.118, -2.499, -3.507], [1.348, -2.111, -4.453], [2.073, -0.103, -2.519], [-4.185, 0.171, -2.277], [-3.210, 1.282, -1.747], [-3.927, 2.190, -0.739], [-2.138, 0.609, -1.111], [-4.675, -0.364, -1.464], [-3.649, -0.577, -2.862], [-5.020, 0.582, -2.846], [-2.790, 2.005, -2.447], [-4.522, 2.983, -1.191], [-3.243, 2.734, -0.088], [-4.611, 1.729, -0.026], [-2.576, 0.008, -0.504], [0.672, -1.866, 2.807], [1.293, -3.060, 2.087], [1.106, -4.309, 3.026], [1.298, -5.731, 2.342], [0.374, -5.820, 1.120], [0.434, -4.643, 0.146], [0.461, -3.350, 0.900], [0.359, -2.326, 0.090], [1.687, -4.910, -0.723], [-0.896, -4.847, -0.706], [2.794, -2.784, 1.745], [-0.411, -1.935, 2.904], [0.951, -0.912, 2.359], [1.031, -1.786, 3.833], [1.957, -4.156, 3.690], [0.249, -4.230, 3.695], [1.247, -6.561, 3.047], [2.356, -5.811, 2.095], [-0.649, -5.866, 1.493], [0.582, -6.774, 0.636], [2.496, -5.077, -0.011], [1.496, -5.812, -1.304], [1.876, -4.103, -1.431], [-1.072, -4.102, -1.482], [-0.924, -5.798, -1.238], [-1.809, -4.759, -0.116], [3.316, -3.739, 1.681], [3.366, -2.188, 2.455], [2.901, -2.210, 0.825], [1.225, -2.305, -0.323]],
  "lowdin_spin": [2.6254, 0.0318, 0.0149, 0.0062, 0.0004, 0.0008, 0.0029, 0.0023, 0.0001, 0.0000, 0.0000, 0.0000, 0.0002, 0.0000, 0.0002, 0.0050, 0.0010, 0.0410, 0.0001, 0.0001, 0.0000, 0.0024, 0.0001, 0.0001, 0.0003, 0.0012, 0.0005, 0.0034, 0.0004, 0.0402, 0.0001, 0.0000, 0.0001, 0.0003, 0.0001, 0.0001, 0.0001, 0.0035, 0.0039, 0.0146, 0.0019, 0.0345, 0.0003, 0.0019, 0.0001, 0.0078, 0.0001, 0.0004, 0.0004, 0.0032, 0.0004, 0.0039, 0.0012, 0.0663, 0.0002, 0.0001, 0.0000, 0.0008, 0.0002, 0.0001, 0.0001, 0.0142, 0.0112, 0.0009, 0.0003, 0.0001, 0.0001, 0.0002, 0.0009, 0.0315, 0.0001, 0.0002, 0.0004, 0.0016, 0.0082, 0.0005, 0.0000, 0.0001, 0.0000, 0.0000, 0.0000, 0.0000, 0.0000, 0.0000, 0.0001, 0.0001, 0.0000, 0.0001, 0.0000, 0.0000, 0.0004, 0.0011]
}